No. 1
Entry from OMol25: a structure of composition C3H3N3 at a distorted geometry (ωB97M-V with the def2-TZVPD basis set).

Last column: Mulliken charge in e.
Positions of all 9 atoms, in Å:
1 N 1.84100 -0.34532 -0.15387  -0.347
2 N -0.74051 2.69194 -0.49254  -0.361
3 N -0.29638 -1.48122 -0.54110  -0.539
4 C 0.61898 -0.55203 -0.12873  0.416
5 C -0.23512 1.77441 0.00917  0.277
6 C 0.33096 0.62018 0.63229  -0.282
7 H -0.65597 -2.07429 0.18536  0.248
8 H 0.09634 0.48183 1.69008  0.328
9 H -0.95930 -1.11549 -1.20066  0.259

Lowest unoccupied orbital energy (alpha / beta) (eV): -0.9 / -0.9
Energy relative to the best compared isomer or geometry (same formula, charge and spin) (kJ/mol): 322.5
HOMO level (alpha / beta) (eV): -9.7528 / -9.7533
Charge: 0

=====

No. 2
Entry from OMol25: the molecule C3H3N3 at a distorted geometry (ωB97M-V with the def2-TZVPD basis set).

Last column: Mulliken charge in e.
Positions of all 9 atoms, in Å:
1 N 2.43576 0.07016 -1.79792  -0.335
2 N -0.35360 0.83559 0.22545  -0.338
3 N -0.69552 -0.46303 -0.24027  -0.278
4 C 0.17985 -0.98365 -1.04339  -0.112
5 C -0.85383 0.91226 1.53214  -0.221
6 C 1.41044 -0.31151 -1.42444  0.399
7 H -0.59544 1.82578 2.07371  0.292
8 H -0.00655 -1.97607 -1.49208  0.337
9 H -1.52110 0.09048 2.16681  0.254

SMILES: C=N/N=C\C#N
Lowest unoccupied orbital energy (eV): -0.7
Energy relative to the best compared isomer or geometry (same formula, charge and spin) (kJ/mol): 297.1
HOMO level (eV): -10.4443
Charge: 0

=====

No. 3
Entry from OMol25: the molecule C3H3N3 at a distorted geometry (ωB97M-V with the def2-TZVPD basis set).

Last column: Mulliken charge in e.
Positions of all 9 atoms, in Å:
1 N -0.12670 -0.57342 -0.06855  -0.129
2 N 1.03059 -1.70563 1.76730  -0.355
3 N -2.59806 0.67387 0.85940  -0.301
4 C 0.58361 0.46817 -0.80267  -0.813
5 C -1.59967 0.22813 0.58428  0.219
6 C 0.51632 -1.19051 0.88162  0.421
7 H -0.21025 1.10295 -1.07349  0.371
8 H 1.03285 0.02603 -1.77389  0.269
9 H 1.37131 0.97040 -0.37401  0.318

SMILES: CN(C#N)C#N
Lowest unoccupied orbital energy (eV): -1.4
Energy relative to the best compared isomer or geometry (same formula, charge and spin) (kJ/mol): 369.5
HOMO level (eV): -11.0846
Charge: 0

=====

No. 4
Entry from OMol25: the molecule C3H3N3 at a distorted geometry (ωB97M-V with the def2-TZVPD basis set).

Last column: Mulliken charge in e.
Positions of all 9 atoms, in Å:
1 N -0.45562 1.07480 1.21744  -0.167
2 N -0.62199 1.75908 0.13067  -0.328
3 N -0.43053 1.19354 -1.12876  -0.237
4 C 0.35391 -0.78505 -0.03471  -0.132
5 C -0.00373 -0.05837 -1.18564  -0.002
6 C 0.05720 -0.19540 1.17305  -0.208
7 H 0.83601 -1.74969 -0.18567  0.316
8 H 0.19871 -0.64764 2.16163  0.404
9 H 0.06604 -0.59126 -2.14801  0.352

SMILES: c1cnnnc1
Lowest unoccupied orbital energy (eV): 0.0
Energy relative to the best compared isomer or geometry (same formula, charge and spin) (kJ/mol): 197.8
HOMO level (eV): -10.0102
Charge: 0